1.
The following is a quantum chemistry calculation of a structure of composition C10H32B2F3HgO6S at a distorted geometry, from the OMol25 dataset.

Geometry as XYZ:
```
55
Properties=species:S:1:pos:R:3:forces:R:3:mulliken_charge:R:1
Hg -9.748401 8.752077 -1.672911 -1.8 1.2 -0.7 0.777
B -12.515763 9.872388 0.080194 1.6 -2.2 -1.1 0.361
H -12.393897 8.827586 0.320535 0.2 -4.0 1.1 -0.330
H -12.753613 9.976323 -0.967117 -1.6 0.3 -4.3 -0.193
H -13.328662 10.366266 0.589632 -3.1 2.6 2.1 -0.055
H -11.601517 10.394038 0.317411 3.9 2.5 1.8 -0.225
B -11.082433 8.911413 -4.838856 0.6 -1.1 0.7 0.250
H -11.658124 9.369089 -5.628382 -2.9 2.4 -2.2 -0.067
H -10.553228 8.013717 -5.118743 2.5 -3.3 -0.7 -0.122
H -10.352795 9.680806 -4.639084 3.8 3.3 0.3 -0.164
H -11.651702 8.561245 -3.991769 -3.3 -1.8 3.3 -0.236
C -7.584214 14.591854 -3.885945 0.3 -0.1 0.9 0.594
F -7.145006 15.827125 -3.704523 0.0 1.0 0.5 -0.227
F -8.522537 14.649061 -4.802116 -1.2 -0.2 -0.4 -0.230
F -6.573677 13.939724 -4.413186 1.2 -1.2 -0.5 -0.243
S -8.096977 13.827894 -2.239836 -1.0 0.2 4.8 1.058
O -9.443381 14.380611 -1.959060 1.8 0.0 -1.1 -0.679
O -8.197489 12.350779 -2.350378 1.2 1.6 -0.8 -0.579
O -7.050005 14.343628 -1.236970 -2.2 -1.5 -3.4 -0.683
C -6.921446 6.605759 3.660677 0.6 -0.2 0.5 -1.304
C -8.147613 6.959422 2.877751 -2.5 1.1 0.9 0.488
C -9.280894 7.455076 3.821468 0.6 -0.2 0.9 -1.335
O -7.996509 7.968402 1.870500 0.5 -1.0 -0.3 -0.489
H -6.456929 7.465064 4.144345 0.1 0.4 -0.5 0.352
H -6.180787 6.053759 3.082052 0.1 0.1 0.0 0.296
H -7.160659 6.022756 4.550055 -0.4 -0.5 -0.2 0.369
H -8.654839 6.091433 2.456542 0.8 -0.1 -0.8 0.217
H -9.595472 6.676893 4.516862 -0.1 -0.5 -0.2 0.398
H -10.164781 7.826478 3.302902 0.3 0.0 -0.2 0.325
H -8.901175 8.190203 4.531048 0.1 0.6 -0.3 0.361
H -7.730535 8.784463 2.300506 0.0 0.1 0.1 0.325
C -12.034625 3.274905 -2.550845 -2.0 -0.4 0.2 -1.350
C -12.283163 4.412177 -1.512301 0.0 -1.1 -0.6 0.422
C -12.902520 3.988408 -0.181611 -0.1 -0.8 0.4 -1.119
O -11.006035 4.923890 -1.310592 1.1 1.6 0.6 -0.516
H -13.008368 2.924976 -2.893610 -0.2 -0.2 -0.2 0.363
H -11.584181 2.387047 -2.107100 0.2 0.1 0.5 0.384
H -11.460047 3.470753 -3.456187 0.0 0.8 0.3 0.333
H -12.960379 5.213652 -1.807498 0.6 0.1 -1.0 0.296
H -12.103952 3.879813 0.552284 0.0 -0.1 0.1 0.249
H -13.446093 3.044544 -0.223299 0.0 -0.1 -0.2 0.323
H -13.609164 4.709233 0.229665 0.2 0.2 -0.2 0.320
H -10.467598 4.190766 -1.003612 0.2 0.0 0.1 0.299
C -4.508814 5.656015 -2.986086 -0.6 -0.3 0.2 -1.351
C -5.153269 6.999488 -2.573636 1.0 -0.6 -2.1 0.484
C -4.406945 8.157763 -3.219520 -0.7 0.5 0.6 -1.213
O -6.477194 7.031749 -3.040262 -1.6 0.1 0.9 -0.532
H -3.424864 5.661458 -2.871446 -0.1 -0.3 0.6 0.333
H -4.663858 5.295753 -4.003068 -0.1 1.0 -0.7 0.367
H -5.066651 4.856813 -2.498022 0.6 -0.2 0.8 0.358
H -5.167081 7.095415 -1.487940 -0.1 -0.1 0.0 0.235
H -4.809982 9.095350 -2.836652 0.4 0.1 0.6 0.337
H -4.734597 8.277607 -4.252176 0.7 -0.6 -0.4 0.291
H -3.337360 8.044663 -3.042600 0.0 0.4 -0.4 0.360
H -6.568257 6.733129 -3.948078 0.4 0.0 -0.1 0.315
```
Forces are in eV/Å.

Summary:
- E_tot (eV) = -47678.0221
- lowest unoccupied orbital energy (eV) = -3.04
- ΔE to the lowest compared entry with this formula, charge and spin (eV) = 0.739
- net charge = -1
- HOMO energy (eV) = -5.57
- Kohn-Sham gap (Eh) = 0.0928



2.
The following is a quantum chemistry calculation of an isolated molecule of CH3NO2 at a distorted geometry, from the OMol25 dataset.

Geometry as XYZ:
```
7
Properties=species:S:1:pos:R:3:forces:R:3:mulliken_charge:R:1
C 0.440191 0.658828 0.535685 0.5 1.6 4.1 0.108
H -0.105497 -1.643212 -1.297383 0.0 2.7 0.0 0.359
H -1.378469 -0.037716 0.193405 1.7 -0.5 0.0 0.287
H 1.521623 0.589923 0.311788 -0.4 0.3 -0.6 0.325
N -0.353072 -0.295070 0.069974 -3.0 -0.8 -1.8 -0.114
O -0.125496 -0.612476 -1.287151 0.1 -3.0 0.0 -0.414
O 0.000720 1.339723 1.473681 1.1 -0.3 -1.6 -0.551
```
Forces are in eV/Å.

Summary:
- E_tot (eV) = -6668.6361
- lowest unoccupied orbital energy (eV) = 0.61
- SMILES string = O=CNO
- ΔE to the lowest compared entry with this formula, charge and spin (eV) = 3.028
- net charge = 0
- HOMO energy (eV) = -10.24
- Kohn-Sham gap (Eh) = 0.3987



- Look up the ΔE to the lowest compared entry with this formula, charge and spin of the second one.
  3.028 eV